No. 1
CH4NO2PS in the gas phase in a non-equilibrium geometry. Source: the OMol25 dataset; level of theory: wB97M-V/def2-TZVPD.

XYZ file:
```
10
Properties=species:S:1:pos:R:3
S -2.129 -2.433 0.508
P 0.738 0.558 -0.546
O -0.187 1.882 -0.260
O 1.733 0.681 0.746
N -0.324 -0.540 0.207
C -0.973 -1.598 -0.273
H 2.645 0.874 0.539
H -0.205 2.548 -0.946
H -0.653 -0.084 1.294
H -0.645 -1.887 -1.269
```

Output
Multiplicity: 1
E (eV): -26811.68795
HOMO (eV): -8.4
ΔE to the lowest compared entry with this formula, charge and spin (eV): 0.088
Total charge: 0

***

No. 2
A molecular structure, C8H11NPSW in a non-equilibrium geometry. Source: the OMol25 dataset; level of theory: wB97M-V/def2-TZVPD.

XYZ file:
```
23
Properties=species:S:1:pos:R:3
W 1.497 -1.066 1.195
S 0.752 2.936 2.033
P 1.998 -2.048 -0.895
N 0.717 0.549 1.193
C -2.760 0.227 0.060
C -2.501 0.854 -1.187
C -1.939 -0.080 -2.096
C -0.068 1.699 1.260
C 2.141 0.861 1.548
C -2.087 -1.039 0.023
C -1.539 -1.211 -1.327
C 2.305 2.110 2.046
H 1.297 -2.409 -2.087
H 3.211 2.509 2.490
H -1.717 0.128 -3.141
H -3.111 0.747 0.939
H 2.876 -0.037 1.331
H -2.861 1.841 -1.455
H 3.086 -1.290 -1.445
H -1.919 -1.667 0.889
H 2.662 -3.332 -0.695
H -1.114 1.752 1.012
H -0.925 -2.033 -1.690
```

Output
Multiplicity: 3
⟨S²⟩: 2.155
E (eV): -31896.83765
HOMO (alpha / beta) (eV): -11.2 / -10.5
ΔE to the lowest compared entry with this formula, charge and spin (eV): 3.952
Total charge: +1

***

Question: Which of these has the highest ΔE to the lowest compared entry with this formula, charge and spin?
Answer: C8H11NPSW

***

Question: Among the records above, which one has the lowest ΔE to the lowest compared entry with this formula, charge and spin?
Answer: CH4NO2PS

***

Question: Which value of multiplicity does entry 1 give?
Answer: 1

***

What did the second record say?
A molecular structure, C8H11NPSW in a non-equilibrium geometry. Source: the OMol25 dataset; level of theory: wB97M-V/def2-TZVPD.

XYZ file:
```
23
Properties=species:S:1:pos:R:3
W 1.497 -1.066 1.195
S 0.752 2.936 2.033
P 1.998 -2.048 -0.895
N 0.717 0.549 1.193
C -2.760 0.227 0.060
C -2.501 0.854 -1.187
C -1.939 -0.080 -2.096
C -0.068 1.699 1.260
C 2.141 0.861 1.548
C -2.087 -1.039 0.023
C -1.539 -1.211 -1.327
C 2.305 2.110 2.046
H 1.297 -2.409 -2.087
H 3.211 2.509 2.490
H -1.717 0.128 -3.141
H -3.111 0.747 0.939
H 2.876 -0.037 1.331
H -2.861 1.841 -1.455
H 3.086 -1.290 -1.445
H -1.919 -1.667 0.889
H 2.662 -3.332 -0.695
H -1.114 1.752 1.012
H -0.925 -2.033 -1.690
```

Output
Multiplicity: 3
⟨S²⟩: 2.155
E (eV): -31896.83765
HOMO (alpha / beta) (eV): -11.2 / -10.5
ΔE to the lowest compared entry with this formula, charge and spin (eV): 3.952
Total charge: +1